# 1
C35H49BF9N2O17S | wB97M-V/def2-TZVPD

DFT total energy: -4073.33303 hartree
Kohn-Sham gap: 8.100 eV
LUMO energy: -0.1304 Ha
HOMO: -11.648 eV
Net charge: +1

XYZ file:
```
114
Properties=species:S:1:pos:R:3:forces:R:3
C 9.97053 -1.50828 1.01602 -0.17 0.00 -0.06
C 9.77868 -1.14333 -0.24733 0.39 -0.01 0.74
C 8.44480 -0.82546 -0.80482 0.31 -1.21 -0.15
O 7.88548 -1.48144 -1.63968 -0.42 -0.07 -0.54
O 7.93213 0.28793 -0.27731 -0.03 0.57 -0.25
C 6.78442 0.79790 -0.99125 0.45 0.19 0.45
C 6.56419 2.22426 -0.52675 -0.24 -0.53 0.60
C 5.10679 2.64940 -0.63239 0.23 0.99 -0.32
C 4.64104 2.92398 -2.07976 0.22 -0.54 0.24
C 3.69583 1.86590 -2.64019 -0.19 0.51 -0.42
C 2.23815 2.00520 -2.13553 0.69 -0.92 0.72
C 1.66929 0.65990 -1.76759 -0.86 -0.09 -0.41
N 2.35914 -0.00574 -0.81775 0.01 -0.23 0.02
C 2.02780 -1.20510 -0.31357 -1.06 -0.67 -0.53
C 2.84988 -1.87975 0.74470 0.39 0.46 -0.25
C 3.05524 -1.15217 2.09804 0.17 -0.36 -0.42
C 2.02830 -0.15376 2.58238 0.41 0.05 -0.06
F 2.46660 0.37938 3.73908 -0.06 -0.20 0.17
F 1.98655 0.89857 1.70073 -0.13 -0.02 -0.12
C 0.53447 -0.54016 2.77657 -0.57 0.62 0.55
F -0.08654 -0.63939 1.59682 0.35 -0.35 -0.22
F -0.03820 0.48779 3.41009 0.09 0.00 0.04
S 0.15638 -2.11247 3.78156 -0.95 0.26 0.02
F 0.83274 -2.96292 2.61985 0.30 -0.11 -0.16
F -1.24497 -2.23022 3.05556 0.02 -0.12 -0.12
F -0.54701 -1.29014 4.92632 0.11 -0.06 0.21
F 1.52641 -1.99842 4.55516 0.34 -0.06 -0.07
F -0.14335 -3.44756 4.54230 0.06 0.02 0.05
C 0.90180 -1.81768 -0.86115 0.45 0.39 0.03
C 0.12757 -1.20042 -1.84720 0.39 0.34 0.51
B -1.14326 -1.96517 -2.42576 -0.29 -0.29 -0.38
N -2.45067 -1.49841 -2.14562 0.31 -0.59 0.24
O -0.93025 -3.04131 -3.25712 -0.04 0.60 0.42
C 0.50505 0.08125 -2.29890 0.42 -0.12 0.16
C -0.30950 0.83419 -3.33026 0.39 0.30 0.41
C -1.15236 1.93724 -2.64149 0.24 -0.07 -0.21
O -2.39086 2.17955 -3.29254 0.30 0.14 0.05
C -3.53836 1.77719 -2.65684 0.08 0.28 0.27
O -4.13552 0.84492 -3.07680 -0.60 -0.85 -0.58
C -4.07085 2.58333 -1.50313 0.41 0.27 0.89
C -3.05364 3.31982 -0.62810 0.32 -0.19 -0.49
H 9.19144 -1.98403 1.59656 -0.34 0.75 0.34
H 10.91788 -1.35362 1.50883 0.40 -0.80 -0.25
H 10.63841 -1.09659 -0.90176 -0.01 0.83 -0.15
H 6.99067 0.73240 -2.05492 -0.21 -0.19 -0.15
H 5.94165 0.16324 -0.71632 -0.21 -0.07 -0.22
H 7.21746 2.92632 -1.03698 0.03 0.04 -0.20
H 6.84852 2.25998 0.52465 0.05 0.00 0.10
H 5.03048 3.58914 -0.08846 -0.15 0.00 0.21
H 4.46905 1.94437 -0.09013 -0.09 -0.11 -0.03
H 4.21744 3.92314 -2.13680 -0.20 0.03 -0.18
H 5.52630 2.91699 -2.71297 0.09 0.18 -0.09
H 4.10469 0.88194 -2.41604 0.00 -0.15 0.02
H 3.68391 1.94189 -3.72574 0.00 -0.09 -0.11
H 2.27135 2.56237 -1.19691 -0.23 0.33 -0.05
H 1.60420 2.50555 -2.84806 -0.06 0.25 -0.05
H 3.18367 0.45396 -0.44936 0.01 0.05 0.03
H 3.84662 -2.02696 0.32408 0.12 -0.02 -0.01
H 2.46204 -2.88196 0.86192 -0.25 -0.05 0.21
H 3.23814 -1.90519 2.85617 -0.18 -0.04 0.17
H 3.98777 -0.59355 2.04893 -0.02 0.31 0.04
H 0.61409 -2.79486 -0.50181 0.10 -0.08 0.13
H -3.16282 -2.00555 -2.65443 -0.14 0.00 0.09
H -2.69196 -1.45578 -1.16358 -0.12 0.72 -0.07
H -0.65158 -3.83804 -2.77417 0.15 -0.25 -0.77
H -0.92524 0.17118 -3.92611 -0.20 -0.09 0.09
H 0.40205 1.31208 -3.99814 -0.13 0.00 -0.38
H -0.59206 2.86975 -2.68528 0.01 0.12 0.11
H -1.27207 1.68024 -1.59165 -0.28 -0.05 0.08
H -4.80619 3.30230 -1.86007 -0.01 -0.02 -0.41
H -4.62038 1.88116 -0.88343 -0.20 -0.10 -0.04
H -3.52457 4.09179 -0.03352 -0.10 0.04 0.14
H -2.52949 2.62982 0.02892 -0.07 -0.03 0.23
H -2.28914 3.78198 -1.24865 -0.05 0.30 -0.02
C -1.24291 -0.90048 8.07363 0.09 -0.14 -0.11
C -2.21690 0.21970 7.79186 0.03 -0.04 -0.15
O -2.71806 0.52075 9.09774 0.07 -0.06 -0.03
C -1.79634 0.11242 10.01258 0.02 0.03 0.00
O -1.83655 0.36662 11.16768 -0.01 0.01 0.05
O -0.82449 -0.62224 9.41145 -0.14 0.08 -0.06
H -0.39355 -0.89822 7.39714 0.14 0.02 0.17
H -1.71674 -1.88405 8.05139 -0.03 0.02 0.01
H -1.72612 1.10640 7.38592 0.01 0.01 0.03
H -3.02250 -0.07124 7.12708 -0.11 0.04 0.11
C -6.58989 2.45266 6.33240 -0.11 0.01 0.13
C -5.34108 2.11178 7.11886 -0.07 0.04 0.16
O -4.51196 1.50610 6.11471 -0.11 0.08 -0.02
C -4.91540 1.95788 4.90212 0.00 0.01 -0.04
O -4.32337 1.77280 3.88760 0.05 -0.02 -0.04
O -6.07341 2.64100 5.00739 0.02 -0.03 0.06
H -7.08422 3.35500 6.68022 0.05 0.08 -0.16
H -7.31037 1.63386 6.31390 0.03 -0.02 -0.02
H -4.83345 2.99585 7.50633 0.00 0.01 -0.04
H -5.51982 1.41879 7.93633 0.11 -0.12 -0.08
C -6.54915 1.68253 -4.81142 0.02 -0.07 -0.03
C -7.90730 1.03382 -4.64662 0.03 -0.15 0.03
O -8.79677 2.13805 -4.82822 0.09 -0.01 -0.01
C -8.15573 3.08611 -5.55870 -0.01 0.01 0.00
O -8.67150 4.04849 -6.01774 -0.02 0.05 -0.02
O -6.83991 2.77782 -5.68536 -0.06 -0.07 0.04
H -5.80798 1.02435 -5.25470 0.03 0.11 -0.10
H -6.15980 2.07382 -3.87308 -0.04 0.01 0.03
H -8.11032 0.28716 -5.41659 0.01 0.03 -0.03
H -8.05121 0.58334 -3.66801 -0.12 0.13 0.04
C 0.35018 -6.66628 -6.72880 -0.02 -0.07 -0.19
C -0.57510 -5.48126 -6.91233 0.01 -0.01 -0.20
O -1.02481 -5.24073 -5.57210 0.03 -0.02 0.00
C -0.10831 -5.74454 -4.72655 -0.03 -0.03 -0.06
O -0.10416 -5.56565 -3.54638 0.12 -0.12 0.24
O 0.80614 -6.48332 -5.38100 -0.03 0.02 0.00
H 1.18926 -6.67062 -7.41828 0.12 0.04 0.15
H -0.17234 -7.62118 -6.79463 -0.03 0.01 0.04
H -0.05329 -4.59281 -7.27071 0.02 0.00 0.04
H -1.41713 -5.68842 -7.56625 -0.12 0.01 0.15
```
Positions in Å, forces in eV/Å.

# 2
C35H49BN10O4S5Ta | wB97M-V/def2-TZVPD

DFT total energy: -4283.76673 hartree
Kohn-Sham gap: 6.650 eV
LUMO energy: -0.3434 Ha
HOMO: -15.995 eV
Net charge: +3

XYZ file:
```
105
Properties=species:S:1:pos:R:3:forces:R:3
Ta 3.87084 0.12809 0.96126 -2.31 -1.99 -0.22
C 1.12989 2.19887 4.44376 -0.06 -0.06 -0.09
C 0.31410 1.43366 3.44040 0.14 0.10 0.14
C -0.91582 0.92040 3.73926 -0.13 -0.03 0.19
C -1.66093 0.20986 2.77761 -0.07 -0.10 -0.12
N -1.18967 0.04547 1.56352 0.20 0.15 0.10
N 0.00496 0.57136 1.25400 -0.30 -0.12 -0.35
B 0.10391 0.50808 -0.32776 -0.04 0.06 0.09
N -0.56149 1.77052 -0.92729 -0.36 -0.22 0.37
N -1.73799 2.33743 -0.68654 0.32 0.01 -0.18
C -1.97032 3.42734 -1.38894 -0.09 0.08 -0.02
C -1.00777 3.93228 -2.31233 -0.13 0.10 -0.01
C 0.21142 3.34250 -2.52026 0.17 -0.01 -0.10
C 1.26518 3.84432 -3.45930 -0.06 -0.03 0.04
C 0.38770 2.18846 -1.74584 0.09 -0.09 -0.01
S 1.60259 0.92857 -1.52259 0.08 0.20 -0.08
C -3.30362 4.13192 -1.20883 0.10 -0.03 -0.02
C -4.12815 3.47141 -0.10711 -0.04 -0.03 0.05
C -4.06461 4.04176 -2.54159 -0.03 0.01 -0.05
C -3.05093 5.60312 -0.84699 -0.01 0.05 0.01
N -0.42639 -0.84546 -0.76922 -0.17 0.44 -0.02
N -1.64247 -0.80245 -1.35091 0.27 -0.22 0.08
C -2.15383 -1.93727 -1.74252 -0.11 -0.01 -0.08
C -1.44786 -3.15167 -1.53619 -0.16 -0.09 -0.07
C -0.21499 -3.18065 -0.96488 0.17 -0.10 0.06
C 0.53799 -4.46269 -0.76777 -0.01 0.09 0.00
C 0.32638 -1.91883 -0.57465 -0.06 -0.16 -0.05
S 1.92492 -1.87157 0.11181 0.07 0.10 0.06
C -3.51443 -1.92747 -2.41897 0.08 -0.02 0.07
C -4.04966 -0.50436 -2.55496 -0.02 0.07 0.00
C -4.48222 -2.75806 -1.56178 -0.03 -0.03 0.01
C -3.37200 -2.55961 -3.81147 0.01 -0.02 -0.05
C 0.76872 1.22289 2.11795 0.04 0.08 -0.07
S 2.28687 1.91310 1.59089 0.14 -0.18 -0.14
C -3.02784 -0.37138 3.08730 0.10 0.06 0.01
C -3.94924 0.78266 3.51249 -0.04 0.05 0.02
C -2.87647 -1.38070 4.23394 -0.01 -0.04 0.06
C -3.61581 -1.06602 1.86206 -0.04 -0.04 -0.06
H 0.66800 2.14428 5.42700 0.00 0.00 -0.01
H 1.20494 3.25042 4.15953 -0.01 -0.02 -0.03
H 2.14866 1.81499 4.50939 -0.02 -0.01 -0.01
H -1.32417 1.05813 4.73318 -0.01 -0.01 -0.03
H -1.25704 4.82990 -2.86530 0.00 -0.02 0.01
H 0.90027 4.68314 -4.04767 -0.02 -0.01 0.03
H 1.57619 3.05544 -4.14693 -0.01 0.00 0.03
H 2.14580 4.17664 -2.90520 -0.02 -0.02 0.01
H -4.34578 2.42604 -0.33271 0.01 0.03 -0.02
H -5.07393 4.00585 -0.01498 0.01 -0.03 0.02
H -3.61993 3.51195 0.85891 0.01 0.02 -0.04
H -4.23630 3.00236 -2.83055 0.00 0.02 0.02
H -3.53765 4.54413 -3.35594 0.00 -0.02 0.03
H -5.03543 4.52704 -2.43574 0.02 -0.01 0.00
H -2.46869 5.69609 0.07250 -0.02 -0.02 -0.02
H -4.00761 6.10133 -0.68740 0.02 -0.01 -0.01
H -2.53536 6.14999 -1.63852 -0.01 -0.03 0.01
H -1.90215 -4.08216 -1.85358 -0.01 0.03 0.00
H -0.04404 -5.30430 -1.13679 0.00 0.02 0.00
H 0.75623 -4.62890 0.28902 0.00 0.04 -0.02
H 1.48981 -4.43811 -1.30224 -0.02 0.02 0.01
H -4.15497 -0.01577 -1.58384 0.00 -0.04 -0.02
H -5.03131 -0.54648 -3.02800 0.02 0.03 0.01
H -3.39913 0.11662 -3.17470 0.00 -0.04 0.01
H -4.58452 -2.33182 -0.56203 -0.01 -0.01 -0.01
H -4.16515 -3.79882 -1.46413 0.01 0.04 0.00
H -5.46811 -2.76556 -2.02805 0.03 0.02 0.00
H -2.65243 -2.01215 -4.42410 -0.01 -0.01 0.01
H -4.33442 -2.53336 -4.32350 0.01 0.01 0.03
H -3.06355 -3.60606 -3.76627 0.01 0.03 0.02
H -3.61038 1.27450 4.42662 0.01 -0.02 -0.03
H -4.94822 0.39236 3.70874 0.02 0.00 0.00
H -4.03067 1.53473 2.72432 0.00 -0.03 0.01
H -2.47084 -0.92432 5.13968 -0.01 0.00 -0.03
H -2.22982 -2.21257 3.94390 -0.01 0.03 0.01
H -3.85342 -1.79108 4.49143 0.01 0.02 -0.02
H -3.72158 -0.37894 1.01943 0.01 0.00 0.04
H -4.60276 -1.45225 2.12044 0.02 0.00 -0.02
H -2.99588 -1.90523 1.53572 -0.01 0.03 0.03
C 5.37231 -4.09409 0.07084 0.02 0.06 0.03
C 5.01492 -2.64673 0.08449 -0.07 0.02 -0.22
N 4.52949 -2.05254 1.12202 0.07 0.03 0.07
N 4.36664 -2.80731 2.25867 -0.02 0.29 -0.17
C 3.61943 -2.33426 3.26614 0.05 -0.22 0.26
N 3.48658 -3.09610 4.33995 -0.03 0.08 -0.02
S 2.87863 -0.81831 3.16707 0.11 0.30 -0.23
C 5.16759 -1.80323 -1.11391 -0.25 -0.11 0.32
C 5.98906 -2.17424 -2.14968 0.02 -0.04 -0.14
C 6.17166 -1.29647 -3.21451 0.07 -0.06 -0.07
C 5.51150 -0.08872 -3.19538 -0.02 0.06 -0.06
C 4.70528 0.22287 -2.11205 -0.15 -0.13 0.17
N 4.50953 -0.61888 -1.08899 0.48 0.39 -0.02
H 4.56956 -4.68218 0.52125 -0.01 0.00 0.00
H 5.50583 -4.46126 -0.94034 0.02 0.00 0.00
H 6.29995 -4.27356 0.62456 -0.01 -0.01 -0.01
H 4.83607 -3.69781 2.31146 0.09 -0.05 0.04
H 3.93972 -3.99183 4.43889 0.01 -0.02 0.00
H 2.98229 -2.74836 5.14023 -0.02 0.02 0.02
H 6.50814 -3.12063 -2.12719 0.02 0.03 -0.02
H 6.83297 -1.55662 -4.03036 -0.02 -0.01 0.00
H 5.62496 0.63245 -3.99290 0.01 -0.02 0.01
H 4.20830 1.17782 -2.05577 0.04 0.04 0.04
O 6.23780 0.06925 0.70790 0.19 0.22 -0.03
S 5.93185 1.39318 1.29882 0.38 0.42 0.10
O 4.74867 1.82021 0.33992 0.59 0.40 0.28
O 4.99752 0.90373 2.44688 0.69 0.35 0.08
O 6.89814 2.35963 1.58278 0.02 -0.06 -0.03
```
Positions in Å, forces in eV/Å.